(1)
151
Properties=species:S:1:pos:R:3 method="wB97M-V/def2-TZVPD" homo_ev=-4.74 fmax_ev_per_a=8.230 relative_energy_kcal_mol=122.5 spin_multiplicity=1 e_lumo_ha=-0.014 total_charge=-1
C 0.64 -3.32 -3.20
C 1.53 -4.02 -4.38
C 0.82 -5.38 -5.05
O 0.42 -5.23 -6.34
O 0.67 -6.64 -4.30
C -0.15 -7.63 -5.02
C -1.75 -7.26 -5.11
Nb -2.66 -6.40 -3.21
C -2.92 -4.35 -4.19
Br -3.83 -3.13 -2.90
C -3.69 -4.38 -5.64
C -2.74 -3.50 -6.70
H 1.34 -2.59 -2.58
H 0.20 -4.08 -2.41
H -0.24 -2.64 -3.61
H 2.64 -4.24 -4.00
H 1.66 -3.20 -5.24
H -0.05 -8.66 -4.44
H 0.26 -7.85 -6.12
H -1.94 -6.59 -6.05
H -2.31 -8.30 -5.31
H -1.07 -5.88 -2.52
H -3.44 -5.76 -1.66
H -4.37 -6.91 -3.70
H -2.45 -7.99 -2.37
H -1.83 -3.93 -4.39
H -4.71 -3.78 -5.58
H -3.80 -5.44 -6.12
H -2.16 -2.64 -6.12
H -1.91 -4.19 -7.16
H -3.40 -2.94 -7.51
C -1.04 2.94 0.10
C -1.14 1.63 -0.37
C 0.02 0.90 -0.66
C 1.28 1.49 -0.49
C 1.37 2.81 -0.04
C 0.21 3.53 0.26
C 2.69 3.46 0.09
O 2.78 4.62 0.48
C 3.91 2.70 -0.26
C 5.16 3.32 -0.19
C 6.32 2.60 -0.51
C 6.23 1.26 -0.89
C 4.98 0.64 -0.96
C 3.82 1.37 -0.66
C 2.50 0.71 -0.77
O 2.42 -0.47 -1.11
H -1.94 3.50 0.33
H -2.11 1.17 -0.51
H -0.06 -0.12 -1.01
H 0.28 4.56 0.62
H 5.24 4.37 0.11
H 7.29 3.09 -0.46
H 7.13 0.70 -1.13
H 4.91 -0.40 -1.26
C 0.59 7.83 8.87
C -0.15 6.69 8.53
C -0.21 6.27 7.20
C 0.46 6.98 6.21
C 1.18 8.13 6.54
C 1.25 8.55 7.88
C 1.86 8.92 5.49
O 2.49 9.92 5.78
C 1.75 8.48 4.08
C 2.33 9.25 3.07
C 2.25 8.84 1.74
C 1.59 7.66 1.42
C 1.00 6.89 2.42
C 1.07 7.31 3.76
C 0.41 6.51 4.81
O -0.17 5.47 4.53
H 0.64 8.16 9.90
H -0.69 6.14 9.30
H -0.79 5.38 6.95
H 1.82 9.43 8.14
H 2.86 10.18 3.32
H 2.70 9.45 0.95
H 1.52 7.33 0.38
H 0.48 5.97 2.16
C -7.60 -5.71 -3.61
C -7.40 -5.11 -2.37
C -7.90 -5.71 -1.22
C -8.61 -6.92 -1.30
C -8.83 -7.50 -2.55
C -8.32 -6.90 -3.71
C -9.62 -8.75 -2.66
O -9.81 -9.27 -3.75
C -10.18 -9.35 -1.43
C -10.98 -10.50 -1.53
C -11.50 -11.08 -0.37
C -11.22 -10.53 0.88
C -10.43 -9.39 0.97
C -9.92 -8.79 -0.18
C -9.11 -7.56 -0.07
O -8.87 -7.07 1.02
H -7.21 -5.24 -4.51
H -6.86 -4.17 -2.30
H -7.73 -5.24 -0.25
H -8.48 -7.36 -4.68
H -11.20 -10.94 -2.50
H -12.13 -11.97 -0.45
H -11.63 -10.99 1.78
H -10.22 -8.96 1.95
C 5.00 8.59 -1.79
C 5.38 9.77 -2.43
C 6.71 10.18 -2.40
C 7.67 9.40 -1.74
C 7.28 8.23 -1.08
C 5.95 7.82 -1.12
C 8.28 7.43 -0.33
O 7.94 6.40 0.24
C 9.68 7.90 -0.28
C 10.62 7.19 0.48
C 11.95 7.61 0.53
C 12.34 8.75 -0.18
C 11.41 9.46 -0.93
C 10.07 9.05 -0.97
C 9.08 9.83 -1.73
O 9.43 10.83 -2.35
H 3.96 8.26 -1.82
H 4.63 10.37 -2.94
H 7.00 11.10 -2.90
H 5.64 6.90 -0.62
H 10.32 6.30 1.03
H 12.67 7.06 1.12
H 13.38 9.08 -0.15
H 11.72 10.35 -1.48
C 0.57 -1.34 1.32
C 0.78 -0.74 2.56
C 0.28 -1.34 3.72
C -0.43 -2.54 3.63
C -0.65 -3.13 2.38
C -0.14 -2.53 1.23
C -1.44 -4.37 2.28
O -1.64 -4.89 1.18
C -2.00 -4.98 3.50
C -2.80 -6.13 3.40
C -3.33 -6.71 4.56
C -3.05 -6.16 5.81
C -2.26 -5.02 5.91
C -1.74 -4.42 4.75
C -0.93 -3.19 4.86
O -0.69 -2.70 5.96
H 0.97 -0.87 0.42
H 1.32 0.20 2.63
H 0.45 -0.87 4.69
H -0.30 -2.99 0.25
H -3.02 -6.56 2.43
H -3.95 -7.60 4.48
H -3.45 -6.62 6.71
H -2.05 -4.59 6.89

(2)
85
Properties=species:S:1:pos:R:3 method="wB97M-V/def2-TZVPD" homo_ev="-12.29 / -13.38" fmax_ev_per_a=0.451 relative_energy_kcal_mol=0.0 spin_multiplicity=5 e_lumo_ha="-0.194 / -0.272" total_charge=+2
Ir -0.05 0.14 -0.83
C 3.66 1.84 0.70
C 3.69 1.25 2.10
C 4.36 2.26 3.04
C 4.46 -0.06 2.17
N 2.27 1.03 2.57
C 1.71 1.66 3.66
C 0.44 1.22 3.77
N 0.20 0.33 2.75
B -1.22 -0.30 2.62
N -1.17 -1.75 2.04
C -0.83 -2.78 2.89
C -0.93 -3.93 2.20
N -1.33 -3.62 0.92
C -1.47 -2.28 0.84
S -1.92 -1.38 -0.58
C -1.64 -4.65 -0.15
C -3.11 -4.56 -0.51
C -0.73 -4.42 -1.35
C -1.35 -6.04 0.42
N -2.25 0.60 1.88
C -3.59 0.39 2.11
C -4.29 1.23 1.32
N -3.38 1.97 0.60
C -2.14 1.57 0.94
S -0.62 2.14 0.33
C -3.76 3.05 -0.40
C -3.16 4.38 0.05
C -3.27 2.62 -1.78
C -5.28 3.17 -0.42
C 1.33 0.23 2.03
S 1.55 -0.73 0.58
H 4.67 2.10 0.40
H 3.06 2.75 0.68
H 3.26 1.14 -0.04
H 5.38 2.41 2.68
H 4.43 1.89 4.06
H 3.86 3.23 3.03
H 5.50 0.13 1.90
H 4.07 -0.81 1.49
H 4.45 -0.46 3.19
H 2.25 2.35 4.28
H -0.32 1.45 4.50
H -1.63 -0.41 3.74
H -0.58 -2.60 3.92
H -0.76 -4.94 2.52
H -3.38 -3.59 -0.94
H -3.73 -4.74 0.37
H -3.34 -5.33 -1.25
H -1.03 -3.53 -1.91
H -0.80 -5.27 -2.02
H 0.31 -4.32 -1.04
H -1.98 -6.27 1.27
H -0.30 -6.16 0.69
H -1.57 -6.76 -0.36
H -3.93 -0.32 2.84
H -5.35 1.37 1.24
H -2.07 4.37 0.04
H -3.50 4.63 1.05
H -3.50 5.16 -0.63
H -2.19 2.58 -1.84
H -3.63 3.35 -2.51
H -3.69 1.65 -2.05
H -5.68 3.48 0.54
H -5.77 2.26 -0.75
H -5.53 3.95 -1.14
N 0.48 -1.19 -2.76
C 1.74 -0.77 -3.31
C 2.58 -1.57 -4.02
C 3.78 -1.05 -4.55
C 4.10 0.26 -4.39
C 3.25 1.12 -3.65
C 3.50 2.50 -3.46
C 2.62 3.25 -2.73
C 1.51 2.62 -2.14
N 1.25 1.34 -2.29
C 2.08 0.58 -3.08
H 0.46 -2.18 -2.57
H -0.28 -1.00 -3.42
H 2.32 -2.61 -4.19
H 4.44 -1.71 -5.10
H 5.00 0.67 -4.82
H 4.37 2.94 -3.90
H 2.77 4.31 -2.57
H 0.82 3.18 -1.52

(3)
10
Properties=species:S:1:pos:R:3 method="wB97M-V/def2-TZVPD" homo_ev=-10.73 fmax_ev_per_a=1.364 relative_energy_kcal_mol=62.4 spin_multiplicity=1 smiles="[H]/N=C(/C=O)OC=O" e_lumo_ha=-0.005 total_charge=0
N -0.03 0.67 -1.66
C 0.01 0.23 -0.48
O -1.13 -0.33 0.07
C -1.20 -0.92 1.30
O -2.16 -1.53 1.64
C 1.58 0.54 -0.15
O 2.35 0.49 0.75
H -0.90 0.63 -2.18
H -0.27 -0.72 1.87
H 1.76 0.93 -1.17

(4)
37
Properties=species:S:1:pos:R:3 method="wB97M-V/def2-TZVPD" homo_ev=-11.71 fmax_ev_per_a=2.787 relative_energy_kcal_mol=13.3 spin_multiplicity=1 e_lumo_ha=-0.113 total_charge=+1
Li 0.25 0.52 0.66
N -0.42 -2.98 0.40
C -1.38 -2.17 0.01
N -2.47 -2.77 -0.43
C -3.52 -2.03 -0.70
N -4.62 -2.63 -1.26
N -3.54 -0.66 -0.62
C -2.38 -0.17 -0.22
N -1.24 -0.83 0.10
C -2.31 1.30 -0.22
C -3.49 2.03 -0.52
C -3.32 3.43 -0.76
C -2.03 3.96 -0.78
C -0.97 3.17 -0.44
N -1.12 1.87 -0.15
H -0.55 -3.98 0.50
H 0.42 -2.62 0.85
H -4.63 -3.67 -1.24
H -5.44 -2.06 -1.52
H -4.43 1.50 -0.61
H -4.20 4.11 -0.82
H -1.89 5.02 -1.19
H 0.05 3.57 -0.25
N 1.99 0.68 1.76
C 3.12 0.14 1.06
C 3.61 -1.11 1.50
C 4.62 -1.74 0.77
C 5.05 -1.19 -0.41
C 4.64 0.13 -0.74
C 3.75 0.81 0.00
H 1.80 0.18 2.59
H 2.18 1.66 2.01
H 3.21 -1.51 2.41
H 4.91 -2.72 1.09
H 5.72 -1.77 -1.06
H 5.16 0.69 -1.55
H 3.49 1.88 -0.22

(5)
5
Properties=species:S:1:pos:R:3 method="wB97M-V/def2-TZVPD" homo_ev=-2.64 fmax_ev_per_a=5.410 relative_energy_kcal_mol=12.5 spin_multiplicity=1 e_lumo_ha=0.174 total_charge=-1
S 0.46 1.73 -0.81
H -0.81 2.09 -0.59
H -0.52 -1.40 0.27
H 0.75 -0.96 0.25
O 0.13 -1.45 0.87

(6)
16
Properties=species:S:1:pos:R:3 method="wB97M-V/def2-TZVPD" homo_ev=-7.85 fmax_ev_per_a=6.197 relative_energy_kcal_mol=186.3 spin_multiplicity=1 e_lumo_ha=0.014 total_charge=0
C -0.65 1.07 -0.27
C 0.60 1.55 -0.02
C 1.93 0.57 0.20
C -0.47 -1.37 0.05
H -2.85 0.41 1.25
H -3.26 -1.22 0.01
H -1.32 1.88 -0.93
H 0.79 2.53 -0.24
H 2.29 0.68 1.23
H 2.72 0.78 -0.59
H 2.63 -1.56 0.00
H -1.31 -2.12 0.05
N -2.53 -0.21 0.07
N -1.20 -0.20 -0.42
N 1.83 -0.91 -0.25
N 0.78 -1.88 -0.15

(7)
59
Properties=species:S:1:pos:R:3 method="wB97M-V/def2-TZVPD" homo_ev=-12.04 fmax_ev_per_a=0.508 spin_multiplicity=1 e_lumo_ha=-0.154 total_charge=+1
C 5.18 3.24 1.27
O 4.74 2.17 0.47
C 5.80 1.33 0.06
C 5.33 0.30 -0.95
C 4.14 -0.55 -0.48
C 2.80 0.19 -0.53
C 1.75 -0.51 -1.39
C 0.44 0.27 -1.57
C -0.06 1.03 -0.34
C -0.25 2.54 -0.53
P 1.33 3.46 -0.73
O 1.92 3.30 -2.06
C -1.21 2.88 0.61
P -2.18 4.44 0.79
S -3.10 4.52 2.47
C -2.04 1.64 0.64
N -1.45 0.63 0.14
P -2.07 -1.13 0.02
C -2.60 -1.29 1.76
O -3.49 -0.83 -0.73
H 4.42 4.02 1.25
H 5.34 2.93 2.31
H 6.12 3.66 0.89
H 6.60 1.94 -0.38
H 6.23 0.81 0.93
H 6.18 -0.36 -1.15
H 5.08 0.79 -1.90
H 4.34 -0.89 0.54
H 4.08 -1.45 -1.09
H 2.43 0.34 0.49
H 2.97 1.19 -0.95
H 1.56 -1.52 -1.02
H 2.18 -0.63 -2.39
H 0.56 0.99 -2.38
H -0.35 -0.42 -1.90
H 0.57 0.86 0.53
H -0.78 2.66 -1.49
H 0.96 4.76 -0.33
H 2.07 3.01 0.38
H -0.66 2.84 1.58
H -1.20 5.40 0.49
H -2.96 4.44 -0.38
H -3.04 1.58 1.06
H -3.38 -2.05 1.79
H -1.75 -1.67 2.34
H -2.96 -0.37 2.22
H -4.21 -0.48 -0.20
C -4.77 -5.47 -1.23
C -4.10 -5.15 0.10
C -5.11 -4.91 1.21
O -3.23 -4.01 -0.04
H -5.41 -4.65 -1.54
H -4.02 -5.64 -2.00
H -5.39 -6.37 -1.14
H -3.43 -5.96 0.38
H -5.76 -4.07 0.96
H -4.60 -4.69 2.15
H -5.74 -5.79 1.36
H -3.79 -3.29 -0.37

(8)
104
Properties=species:S:1:pos:R:3 method="wB97M-V/def2-TZVPD" homo_ev=-9.02 fmax_ev_per_a=4.017 relative_energy_kcal_mol=79.2 spin_multiplicity=1 e_lumo_ha=-0.007 total_charge=0
C -12.86 15.25 -1.48
O -12.34 14.58 -0.55
N -12.22 16.21 -2.18
N -14.15 15.16 -1.75
H -11.24 16.40 -2.12
H -12.83 16.92 -2.55
H -14.46 15.85 -2.41
H -14.80 14.61 -1.20
C -15.96 16.22 -5.37
O -15.04 16.15 -6.19
N -16.15 15.42 -4.30
N -16.96 17.11 -5.50
H -16.91 15.67 -3.71
H -15.49 14.78 -3.87
H -17.79 17.06 -4.92
H -16.87 17.96 -6.03
C -8.56 19.88 -2.87
O -8.66 20.30 -4.04
N -7.40 19.37 -2.41
N -9.64 19.75 -2.09
H -7.28 19.04 -1.46
H -6.67 19.43 -3.09
H -9.42 19.16 -1.29
H -10.55 19.89 -2.49
C -12.01 20.69 1.10
O -11.89 20.13 0.02
N -11.04 21.30 1.80
N -13.25 20.76 1.62
H -10.10 21.00 1.62
H -11.23 21.48 2.77
H -13.48 21.08 2.55
H -13.98 20.19 1.22
C -12.30 21.31 -5.49
O -13.09 20.63 -4.79
N -10.98 21.41 -5.28
N -12.68 21.79 -6.68
H -10.46 21.05 -4.49
H -10.45 21.81 -6.03
H -13.64 22.05 -6.80
H -11.93 21.98 -7.31
C -9.67 17.16 0.50
O -8.97 18.05 -0.04
N -9.21 16.08 1.11
N -11.00 17.39 0.50
H -8.25 16.00 1.39
H -9.93 15.45 1.43
H -11.20 18.25 0.00
H -11.63 16.62 0.31
C -17.22 14.30 0.19
O -16.15 13.78 -0.18
N -17.79 13.98 1.36
N -17.71 15.40 -0.37
H -18.79 14.09 1.42
H -17.45 13.27 1.98
H -18.49 15.87 0.07
H -16.94 15.82 -0.87
C -14.83 17.53 2.28
O -14.02 17.66 1.38
N -15.36 18.50 3.08
N -15.44 16.36 2.65
H -15.75 18.21 3.95
H -15.33 19.44 2.72
H -15.38 15.66 1.92
H -16.26 16.44 3.22
C -14.64 18.80 -2.22
O -15.22 18.11 -1.35
N -13.35 19.15 -2.13
N -15.18 19.20 -3.36
H -12.90 19.61 -2.91
H -12.85 19.06 -1.26
H -16.16 19.02 -3.51
H -14.67 19.78 -4.01
C -11.48 23.77 -2.60
O -11.99 24.44 -3.49
N -11.94 22.64 -2.02
N -10.39 24.32 -2.02
H -11.95 22.63 -1.02
H -12.81 22.41 -2.50
H -10.02 25.16 -2.44
H -9.84 23.95 -1.27
C -15.05 19.12 -7.78
O -14.87 20.19 -8.36
N -14.55 18.80 -6.60
N -15.70 18.06 -8.37
H -14.07 19.58 -6.15
H -14.60 17.83 -6.29
H -15.92 18.20 -9.35
H -15.67 17.10 -8.08
C -19.36 20.01 -1.92
O -19.03 21.04 -1.32
N -18.38 19.19 -2.30
N -20.66 19.61 -2.02
H -17.51 19.51 -1.91
H -18.55 18.33 -2.79
H -21.32 20.13 -1.47
H -20.91 18.76 -2.49
C -18.86 18.03 1.71
O -19.42 17.02 1.28
N -19.28 18.78 2.71
N -17.78 18.55 1.08
H -20.00 18.31 3.25
H -18.88 19.66 2.97
H -17.23 18.02 0.42
H -17.40 19.46 1.29